Arrangement A

Density functional theory data (ωB97M-V with the def2-TZVPD basis set) for C8H7N5 as an isolated structure.

CARTESIAN COORDINATES (ANGSTROEM)
N -0.44627 -1.79833 0.08282
N 0.97439 -0.01373 0.44130
N -0.69993 1.80618 0.21398
N -3.41765 -1.29076 0.00093
N -2.91347 0.91984 -0.56684
C -2.47366 -0.39544 -0.19319
C -2.09957 1.90655 -0.22560
C 2.31622 0.65350 0.72042
C 0.67866 -1.43588 0.36617
C -1.15390 -0.66443 -0.12338
C 4.39806 -0.12203 -1.05998
C -0.34071 0.51473 0.07415
C 3.40968 0.23957 -0.37716
H -3.24414 -2.22899 -0.49614
H 2.02045 1.84348 0.70830
H 5.39672 -0.48604 -1.20109
H -4.16315 -0.55430 -0.79868
H 1.51243 -2.25842 0.45058
H -2.43092 3.04433 0.16084
H 2.67677 0.32019 1.82256

The molecular weight is 173.179 g/mol. The HOMO energy comes out at -8.7 eV. For the LUMO energy, the calculation gives 0.59 eV.

Atom charges from the Mulliken analysis, given in e for atoms 1 to 8: -0.561, 0.061, -0.627, -0.610, -0.540, 0.344, -0.128, -0.448

***

Arrangement B

Density functional theory data (ωB97M-V with the def2-TZVPD basis set) for C8H7N5 as an isolated structure.

CARTESIAN COORDINATES (ANGSTROEM)
N -0.57753 1.73230 -0.01256
N 1.09640 -0.08266 0.23387
N -3.09591 -1.44697 0.18555
N -2.80731 0.86831 -0.12601
N -0.29046 -1.69921 -0.02674
C 0.92358 -1.28825 -0.00265
C 4.59603 -0.19841 -0.40500
C -0.10366 0.50870 -0.03299
C 2.27081 0.76755 0.37611
C -0.95072 -0.58983 0.07743
C 3.52963 0.06859 0.08573
C -1.83786 1.91947 -0.23573
C -2.29707 -0.38382 0.06597
H -3.74750 -1.08447 -1.31625
H -2.16546 2.94028 -0.11812
H 1.62649 -2.21178 -0.24384
H 2.23051 1.73334 -0.05608
H 5.39293 -0.43731 -1.04312
H -2.57275 -2.27065 -0.10046
H 2.17511 0.90431 1.52592

The molecular weight is 173.179 g/mol. The HOMO energy comes out at -8.6 eV. For the LUMO energy, the calculation gives -0.71 eV.

Atom charges from the Mulliken analysis, given in e for atoms 1 to 8: -0.576, 0.108, -0.788, -0.602, -0.692, -0.052, 0.007, 0.218

***

It turns out arrangement A is the most stable, with the second structure 1.008 eV higher.